Below is 13 unconnected molecules or ions with the total composition C64H167N13O19 at a distorted geometry, with properties calculated with wB97M-V/def2-TZVPD.

Values from the calculation:
**HOMO-LUMO gap**: 8.95 eV
**HOMO level**: -8.5 eV
**Total energy**: -4679.45954 a.u.
**Strongest force on any atom**: 3.85 eV/A
**ΔE to the lowest compared entry with this formula, charge and spin**: 3.660 eV

Last column: Löwdin charge in e.
Cartesian coordinates (Å):
1 C 1.907 6.387 -2.817  -0.058
2 C 1.466 4.945 -2.907  -0.347
3 C 0.742 4.608 -1.567  -0.207
4 O 1.763 4.584 -0.602  -0.196
5 C 1.272 4.254 0.686  -0.083
6 N 0.391 4.707 -4.000  0.055
7 H 2.331 6.599 -1.832  0.084
8 H 1.118 7.141 -2.872  0.057
9 H 2.590 6.697 -3.597  0.074
10 H 2.335 4.242 -3.084  0.120
11 H 0.295 3.595 -1.590  0.100
12 H -0.077 5.335 -1.465  0.101
13 H 2.068 4.384 1.389  0.078
14 H 0.943 3.212 0.732  0.083
15 H 0.478 4.951 0.886  0.068
16 H 0.358 3.685 -4.111  0.039
17 H 0.611 5.124 -4.899  0.033
18 C 1.672 -2.513 9.877  -0.042
19 C 0.756 -3.374 8.969  -0.404
20 C 0.533 -2.503 7.723  -0.227
21 O -0.125 -1.363 8.198  -0.182
22 C -0.346 -0.352 7.237  -0.092
23 N 1.335 -4.692 8.720  0.055
24 H 1.925 -3.053 10.796  0.079
25 H 1.229 -1.578 10.176  0.074
26 H 2.629 -2.426 9.427  0.043
27 H -0.217 -3.479 9.435  0.133
28 H -0.147 -2.986 7.007  0.126
29 H 1.498 -2.323 7.223  0.105
30 H -1.386 -0.310 6.937  0.083
31 H 0.262 -0.461 6.372  0.055
32 H -0.098 0.620 7.570  0.074
33 H 2.152 -4.481 8.165  0.008
34 H 0.750 -5.254 8.100  0.076
35 C 2.711 0.459 4.572  -0.044
36 C 2.122 1.675 3.880  -0.472
37 C 0.653 1.948 4.149  -0.189
38 O 0.106 0.670 3.926  -0.202
39 C -1.296 0.694 3.825  -0.110
40 N 2.757 2.937 4.073  0.038
41 H 3.805 0.355 4.302  0.093
42 H 2.189 -0.400 4.093  0.046
43 H 2.563 0.489 5.665  0.091
44 H 2.116 1.443 2.829  0.118
45 H 0.318 2.674 3.463  0.103
46 H 0.467 2.292 5.162  0.131
47 H -1.771 0.888 4.788  0.087
48 H -1.766 -0.189 3.406  0.076
49 H -1.707 1.434 3.170  0.066
50 H 3.759 2.933 3.786  0.089
51 H 2.802 3.137 5.079  0.085
52 C 7.148 -3.370 -2.352  -0.073
53 C 5.992 -2.464 -2.208  -0.434
54 C 5.978 -1.809 -0.808  -0.224
55 O 5.929 -2.844 0.144  -0.189
56 C 5.836 -2.237 1.424  -0.091
57 N 6.009 -1.332 -3.152  0.053
58 H 7.181 -4.199 -1.681  0.068
59 H 8.070 -2.854 -2.111  0.084
60 H 7.268 -3.800 -3.358  0.085
61 H 5.054 -3.047 -2.163  0.128
62 H 5.153 -1.156 -0.651  0.091
63 H 6.867 -1.220 -0.662  0.122
64 H 5.513 -3.055 2.085  0.079
65 H 4.973 -1.526 1.400  0.087
66 H 6.702 -1.652 1.671  0.085
67 H 6.385 -1.611 -4.078  0.080
68 H 5.129 -0.808 -3.224  0.046
69 C -0.291 2.517 -6.995  -0.033
70 C -0.424 3.995 -7.432  -0.443
71 C -1.412 4.820 -6.666  -0.210
72 O -2.697 4.340 -7.073  -0.196
73 C -3.688 4.253 -6.119  -0.114
74 N 0.861 4.677 -7.266  0.020
75 H 0.232 1.995 -7.819  0.083
76 H -1.367 2.295 -6.925  0.078
77 H 0.258 2.373 -6.039  0.060
78 H -0.754 4.057 -8.474  0.138
79 H -1.274 5.928 -6.793  0.141
80 H -1.282 4.656 -5.577  0.091
81 H -4.493 3.734 -6.538  0.071
82 H -4.008 5.251 -5.872  0.083
83 H -3.257 3.777 -5.202  0.096
84 H 1.528 4.379 -7.947  0.064
85 H 0.736 5.693 -7.373  0.078
86 C 1.520 -8.677 0.608  -0.051
87 C 2.119 -7.594 1.464  -0.444
88 C 1.737 -6.198 1.058  -0.227
89 O 1.952 -5.891 -0.316  -0.174
90 C 3.283 -5.552 -0.678  -0.094
91 N 1.838 -7.587 2.948  0.029
92 H 1.808 -9.652 0.918  0.068
93 H 1.840 -8.526 -0.403  0.074
94 H 0.457 -8.526 0.628  0.079
95 H 3.235 -7.672 1.319  0.142
96 H 2.015 -5.426 1.797  0.120
97 H 0.641 -6.215 1.063  0.108
98 H 3.886 -6.427 -0.824  0.077
99 H 3.796 -4.795 -0.097  0.078
100 H 3.234 -5.108 -1.666  0.073
101 H 1.921 -8.537 3.349  0.074
102 H 0.811 -7.336 3.064  0.092
103 C -5.732 2.292 -2.221  -0.037
104 C -7.159 2.931 -2.164  -0.398
105 C -8.272 1.870 -2.011  -0.233
106 O -8.243 1.025 -3.135  -0.196
107 C -9.328 0.122 -3.182  -0.110
108 N -7.326 3.864 -1.047  0.034
109 H -5.686 1.569 -3.025  0.053
110 H -5.448 1.813 -1.293  0.053
111 H -5.019 3.144 -2.339  0.070
112 H -7.434 3.403 -3.115  0.137
113 H -9.223 2.382 -1.862  0.121
114 H -8.101 1.358 -1.028  0.135
115 H -10.297 0.640 -3.253  0.085
116 H -9.337 -0.383 -2.189  0.092
117 H -9.235 -0.612 -4.015  0.095
118 H -7.413 3.404 -0.110  0.065
119 H -6.557 4.514 -0.899  0.052
120 C -2.339 4.639 1.145  -0.092
121 O -2.225 5.575 0.088  -0.216
122 C -3.468 5.693 -0.535  -0.231
123 C -3.471 6.332 -1.971  -0.230
124 N -2.902 7.626 -2.073  -0.058
125 C -1.421 7.692 -1.923  -0.203
126 C -1.005 9.063 -1.575  -0.258
127 O -1.475 9.578 -0.382  -0.180
128 C -0.908 8.977 0.743  -0.101
129 H -2.403 3.632 0.758  0.076
130 H -3.242 4.794 1.695  0.071
131 H -1.504 4.828 1.779  0.074
132 H -4.085 6.360 0.089  0.123
133 H -3.967 4.660 -0.542  0.112
134 H -4.556 6.279 -2.390  0.138
135 H -2.894 5.662 -2.657  0.115
136 H -3.435 8.274 -1.431  0.139
137 H -1.079 7.404 -2.898  0.108
138 H -1.047 7.024 -1.133  0.087
139 H -1.413 9.726 -2.310  0.128
140 H 0.037 9.189 -1.533  0.104
141 H -1.185 9.638 1.618  0.117
142 H 0.183 9.002 0.538  0.094
143 H -1.092 7.934 0.843  0.056
144 C -0.921 -3.831 2.498  -0.075
145 O -2.266 -3.392 2.236  -0.189
146 C -2.508 -3.297 0.819  -0.222
147 C -3.749 -2.459 0.717  -0.208
148 N -3.421 -1.043 0.944  -0.036
149 C -4.686 -0.370 1.103  -0.202
150 C -4.612 1.130 1.558  -0.227
151 O -5.901 1.649 1.568  -0.175
152 C -5.960 2.936 2.071  -0.138
153 H -0.780 -4.827 2.082  0.073
154 H -0.679 -3.783 3.556  0.084
155 H -0.153 -3.168 2.060  0.063
156 H -2.558 -4.296 0.366  0.131
157 H -1.668 -2.761 0.321  0.102
158 H -4.463 -2.850 1.453  0.124
159 H -4.128 -2.537 -0.354  0.132
160 H -2.903 -1.081 1.801  0.078
161 H -5.376 -0.819 1.882  0.137
162 H -5.210 -0.438 0.169  0.104
163 H -3.899 1.614 0.901  0.099
164 H -4.256 1.074 2.569  0.109
165 H -6.983 3.321 2.082  0.089
166 H -5.378 3.648 1.480  0.065
167 H -5.626 3.027 3.132  0.104
168 C -1.659 1.286 -2.810  -0.070
169 O -0.848 0.444 -1.976  -0.203
170 C -1.000 0.852 -0.642  -0.252
171 C -0.182 0.031 0.269  -0.235
172 N 1.064 -0.239 -0.303  -0.037
173 C 1.649 -1.520 0.076  -0.156
174 C 1.856 -1.608 1.636  -0.229
175 O 2.536 -2.780 2.038  -0.203
176 C 2.537 -2.883 3.499  -0.079
177 H -1.296 2.331 -2.750  0.077
178 H -2.710 1.181 -2.613  0.069
179 H -1.362 0.936 -3.829  0.092
180 H -2.049 0.872 -0.327  0.097
181 H -0.771 1.958 -0.680  0.106
182 H -0.822 -0.900 0.415  0.113
183 H -0.084 0.490 1.292  0.124
184 H 1.089 -0.072 -1.318  0.091
185 H 2.594 -1.642 -0.389  0.091
186 H 1.026 -2.402 -0.231  0.125
187 H 0.951 -1.553 2.263  0.089
188 H 2.506 -0.728 1.852  0.120
189 H 1.474 -2.624 3.865  0.111
190 H 3.306 -2.277 3.981  0.048
191 H 2.768 -3.952 3.650  0.070
192 C 5.693 -5.808 3.291  -0.079
193 O 4.613 -5.265 4.075  -0.237
194 C 4.469 -5.980 5.305  -0.215
195 C 3.317 -5.352 6.126  -0.197
196 N 3.425 -3.927 6.429  -0.064
197 C 4.587 -3.684 7.285  -0.202
198 C 4.873 -2.215 7.462  -0.211
199 O 5.924 -1.606 6.732  -0.156
200 C 5.748 -1.612 5.346  -0.115
201 H 5.507 -5.408 2.309  0.072
202 H 5.530 -6.916 3.248  0.091
203 H 6.679 -5.658 3.750  0.093
204 H 5.409 -5.891 5.899  0.108
205 H 4.409 -7.100 5.093  0.133
206 H 3.261 -5.821 7.092  0.105
207 H 2.380 -5.457 5.595  0.110
208 H 3.455 -3.353 5.570  0.068
209 H 5.493 -4.222 6.920  0.123
210 H 4.364 -4.102 8.258  0.112
211 H 5.134 -2.096 8.525  0.130
212 H 3.966 -1.663 7.309  0.104
213 H 6.100 -2.545 4.962  0.073
214 H 6.458 -0.974 4.810  0.101
215 H 4.721 -1.499 5.030  0.041
216 C -2.696 -2.750 -2.876  -0.118
217 O -4.047 -2.806 -3.221  -0.189
218 C -4.567 -1.520 -3.499  -0.208
219 C -4.151 -0.901 -4.892  -0.192
220 N -4.390 -1.812 -6.010  -0.049
221 C -5.790 -2.230 -6.248  -0.202
222 C -5.792 -3.289 -7.329  -0.248
223 O -5.209 -4.455 -6.798  -0.184
224 C -5.614 -5.551 -7.515  -0.160
225 H -2.542 -2.140 -1.970  0.080
226 H -2.104 -2.431 -3.701  0.065
227 H -2.357 -3.796 -2.714  0.107
228 H -4.335 -0.827 -2.710  0.088
229 H -5.655 -1.700 -3.452  0.119
230 H -3.104 -0.602 -4.961  0.091
231 H -4.669 0.093 -4.971  0.119
232 H -3.801 -2.632 -5.834  0.108
233 H -6.281 -1.384 -6.683  0.110
234 H -6.403 -2.569 -5.415  0.114
235 H -5.175 -2.891 -8.155  0.133
236 H -6.825 -3.407 -7.647  0.119
237 H -6.682 -5.752 -7.388  0.076
238 H -5.100 -6.485 -7.168  0.099
239 H -5.476 -5.342 -8.671  0.123
240 C 4.263 2.500 0.305  -0.109
241 O 5.128 1.597 -0.366  -0.191
242 C 5.562 2.190 -1.619  -0.186
243 C 4.368 2.344 -2.537  -0.222
244 N 3.688 1.111 -2.921  -0.034
245 C 2.417 1.277 -3.627  -0.226
246 C 2.084 -0.085 -4.148  -0.257
247 O 2.242 -0.995 -3.093  -0.241
248 C 1.794 -2.312 -3.450  -0.062
249 H 3.242 2.288 0.126  0.058
250 H 4.458 3.527 -0.075  0.105
251 H 4.390 2.450 1.341  0.058
252 H 6.271 1.406 -1.999  0.129
253 H 6.015 3.127 -1.447  0.103
254 H 4.563 3.005 -3.424  0.140
255 H 3.776 2.998 -1.893  0.073
256 H 3.411 0.650 -2.029  0.115
257 H 2.410 1.914 -4.556  0.130
258 H 1.627 1.712 -2.927  0.126
259 H 2.863 -0.287 -4.996  0.159
260 H 1.037 -0.170 -4.474  0.114
261 H 0.753 -2.198 -3.829  0.090
262 H 1.912 -2.911 -2.566  0.064
263 H 2.403 -2.769 -4.269  0.101